DFT (ωB97M-V/def2-TZVPD) results for an isolated ion of composition C4H12NOSi and charge +1 in a non-equilibrium geometry.

Bonds (Å) are listed after each position.
Cartesian coordinates (Å):
1 O -1.90529 -0.31052 0.20333  C5 1.407, Si13 1.514
2 C 0.80988 1.39558 -0.43838  H4 1.098, H7 1.080, H8 1.076, N10 1.443
3 C 0.34327 -0.57611 1.06644  C5 1.565, N10 1.461, H12 1.144, H15 1.150
4 H 1.69106 1.97145 -0.75028  C2 1.098
5 C -0.86915 -1.25129 0.34337  O1 1.407, C3 1.565, H6 1.152, H14 1.137
6 H -0.42681 -1.66969 -0.63509  C5 1.152
7 H 0.19690 1.01969 -1.24406  C2 1.080
8 H 0.25091 1.97202 0.27853  C2 1.076
9 C 1.92829 -0.70128 -0.73811  N10 1.451, H16 1.082, H18 1.057, H19 1.074
10 N 1.24512 0.17395 0.19533  C2 1.443, C3 1.461, C9 1.451
11 H -3.49330 1.51406 1.31532  Si13 1.554
12 H 0.81350 -1.28923 1.82816  C3 1.144
13 Si -2.74617 0.94271 0.07888  O1 1.514, H11 1.554, H17 1.451
14 H -1.14616 -2.18492 0.93074  C5 1.137
15 H -0.19595 0.18111 1.74373  C3 1.150
16 H 1.59526 -0.67545 -1.76717  C9 1.082
17 H -2.86336 1.49991 -1.25603  Si13 1.451
18 H 2.90324 -0.29334 -0.75519  C9 1.057
19 H 1.86877 -1.71863 -0.39954  C9 1.074

Results
**Frontier orbital gap**: 5.9226 eV
**Charge**: +1
**Energy above the lowest of the compared OMol25 structures with the same formula, charge and spin**: 71.2 kcal per mole
**Lowest unoccupied orbital energy**: -5.99 eV

---

DFT (ωB97M-V/def2-TZVPD) results for a 2-piece molecular cluster, C3H6F4NP overall in a non-equilibrium geometry.

Bonds (Å) are listed after each position.
Cartesian coordinates (Å):
1 H -0.63435 2.29085 0.09090  C11 1.084
2 F 1.36240 -1.35645 0.88738  C15 1.353
3 P 2.26818 1.09659 0.64261  F9 1.703, C15 1.898
4 H -2.00886 -1.60938 0.85446  C10 1.044
5 H -1.56789 0.73870 1.52747  N6 1.032
6 N -1.50661 0.43832 0.54241  H5 1.032, C10 1.476, C11 1.306
7 H -3.01575 -0.81136 -0.28649  C10 1.101
8 F 1.23747 -0.70711 -1.18616  C15 1.385
9 F 3.18745 1.60639 -0.69705  P3 1.703
10 C -1.98828 -0.88554 0.10274  H4 1.044, N6 1.476, H7 1.101, H14 1.102
11 C -0.72565 1.23505 -0.13732  H1 1.084, N6 1.306, H12 1.063
12 H -0.27906 0.95062 -1.05853  C11 1.063
13 F 3.14353 -1.31002 -0.34984  C15 1.324
14 H -1.50567 -1.02337 -0.87858  C10 1.102
15 C 2.03309 -0.65330 -0.05401  F2 1.353, P3 1.898, F8 1.385, F13 1.324

Results
**Frontier orbital gap (alpha / beta)**: 5.8318 / 8.7223 eV
**Charge**: 0
**Spin multiplicity**: 3
**Lowest unoccupied orbital energy (alpha / beta)**: 0.20 / -1.65 eV

---

DFT (ωB97M-V/def2-TZVPD) results for a 2-piece molecular cluster, C7H16BFN2O3 overall in a non-equilibrium geometry.

Bonds (Å) are listed after each position.
Cartesian coordinates (Å):
1 C -2.77791 -0.72424 -2.82395  H5 1.093, H11 1.087, O18 1.425, H24 1.093
2 C -0.49536 -1.73897 1.81849  C3 1.512, H15 1.084, H17 1.083, H28 1.086
3 C -0.59331 -1.27816 0.38145  C2 1.512, C8 1.535, H27 1.091, F30 1.388
4 N 3.71338 0.73306 0.39866  B10 1.476, H20 1.011, H25 1.015
5 H -3.10028 -1.71997 -2.50952  C1 1.093
6 H -1.31078 1.54475 1.52968  C29 1.084
7 O 1.04300 3.14636 1.71551  C16 1.210
8 C -0.23654 0.19475 0.13709  C3 1.535, C14 1.571, H22 1.089, C29 1.516
9 H 0.50265 2.40602 -1.00078  N26 1.015
10 B 2.49507 -0.08626 0.24474  N4 1.476, C14 1.597, O21 1.374
11 H -1.69150 -0.70335 -2.86553  C1 1.087
12 H 1.19364 0.30372 -1.48615  C14 1.092
13 H 2.79265 -1.43945 1.57763  O21 0.958
14 C 1.18900 0.54666 -0.42109  C8 1.571, B10 1.597, H12 1.092, N26 1.476
15 H -1.22177 -1.20813 2.42378  C2 1.084
16 C 0.68068 2.27468 0.95875  O7 1.210, N26 1.440, C29 1.542
17 H 0.50136 -1.61030 2.22341  C2 1.083
18 O -3.19202 0.26409 -1.88480  C1 1.425, H23 0.959
19 H 0.08065 0.72532 2.21959  C29 1.089
20 H 3.94975 1.19416 -0.46966  N4 1.011
21 O 2.53941 -1.39658 0.65497  B10 1.374, H13 0.958
22 H -0.89349 0.48384 -0.68136  C8 1.089
23 H -4.15011 0.25415 -1.84243  O18 0.959
24 H -3.17323 -0.51387 -3.82059  C1 1.093
25 H 3.55235 1.46204 1.08594  N4 1.015
26 N 1.19272 2.02185 -0.36335  H9 1.015, C14 1.476, C16 1.440
27 H -1.63844 -1.39918 0.09331  C3 1.091
28 H -0.75690 -2.79195 1.87202  C2 1.086
29 C -0.32425 1.15693 1.30514  H6 1.084, C8 1.516, C16 1.542, H19 1.089
30 F 0.12959 -2.10198 -0.47096  C3 1.388

Results
**Frontier orbital gap**: 9.8628 eV
**Charge**: 0
**SMILES**: C[C@H](F)[C@H]1CC(=O)N[C@H]1B(N)O.CO
**Lowest unoccupied orbital energy**: 0.46 eV

---

DFT (ωB97M-V/def2-TZVPD) results for a 4-piece molecular cluster, C31H53Br2F4NO10P overall in a non-equilibrium geometry.

Bonds (Å) are listed after each position.
Cartesian coordinates (Å):
1 C 4.29131 -1.52063 4.91018  H20 1.091, C21 1.499, H70 1.094, O88 1.422
2 C -1.74427 -1.26696 -6.89200  C8 1.592, H37 1.151, H63 1.137, H98 1.149
3 C -1.23969 -7.52153 2.53197  H22 1.094, O25 1.422, H52 1.091, C97 1.499
4 C 4.41649 -0.16035 3.13686  O66 1.359, O88 1.359, O100 1.199
5 N -2.89489 0.73442 -5.41931  C8 1.476, C43 1.522, C84 1.488
6 H 0.97773 1.07495 8.53343  C46 1.094
7 H -1.43410 -0.15240 -1.75559  C40 1.136
8 C -2.58745 0.07018 -6.70049  C2 1.592, N5 1.476, O32 1.256
9 C 2.30434 2.08798 -3.75736  P24 1.915, H53 1.141, C55 1.600, H57 1.152
10 C 0.89107 -2.12828 0.94310  H48 1.144, C62 1.599, C81 1.623, H82 1.159
11 C -0.08337 3.00895 -2.07577  P24 1.881, H31 1.147, C34 1.605, H95 1.154
12 H -0.36776 -0.08433 -0.26848  C40 1.136
13 H -1.59010 -0.57196 -4.18064  C84 1.140
14 Br -4.38684 3.73278 -2.15842  C38 2.014
15 C -0.32696 2.14403 7.17246  H23 1.091, C46 1.498, O60 1.424, H90 1.094
16 H -0.17123 2.71956 1.14101  C79 1.144
17 H 1.67807 0.26576 -1.35618  C45 1.152
18 H -1.44905 -2.43629 -1.85217  C26 1.153
19 H -0.71196 1.18558 9.07474  C46 1.091
20 H 4.25549 -1.41452 5.99506  C1 1.091
21 C 5.69315 -1.51537 4.37924  C1 1.499, H44 1.091, H56 1.094, O66 1.422
22 H -1.08758 -7.98564 3.51048  C3 1.094
23 H 0.31148 3.01903 7.30066  C15 1.091
24 P 0.55864 1.59766 -3.14010  C9 1.915, C11 1.881, C33 1.893, C45 1.913
25 O 0.01541 -7.07419 2.03542  C3 1.422, C85 1.360
26 C -0.44203 -2.11571 -1.39169  H18 1.153, C40 1.621, C62 1.599, H74 1.148
27 H 1.21968 0.62017 0.92426  C101 1.153
28 H -4.03801 -0.16754 -3.74049  C43 1.149
29 F -2.59480 1.97769 -0.97237  C38 1.423
30 H 0.67062 1.32784 3.90754  C49 1.149
31 H 0.64311 3.89623 -2.04562  C11 1.147
32 O -3.06685 0.59491 -7.73626  C8 1.256
33 C -0.45441 1.27731 -4.70627  P24 1.893, H83 1.156, C84 1.611, H89 1.139
34 C -1.52119 3.59073 -2.49017  C11 1.605, H35 1.153, C38 1.594, H71 1.134
35 H -1.41318 4.73278 -2.60243  C34 1.153
36 H -5.88011 0.80985 -6.03177  C72 1.139
37 H -1.02227 -1.07292 -7.76712  C2 1.151
38 C -2.58956 3.35496 -1.33076  Br14 2.014, F29 1.423, C34 1.594, C64 1.602
39 H 3.64536 3.73943 -3.09444  C55 1.153
40 C -0.44102 -0.49572 -1.32511  H7 1.136, H12 1.136, C26 1.621, C45 1.603
41 C 4.42860 1.88690 -2.11010  H51 1.153, C55 1.602, H69 1.151, F77 1.426
42 H -2.76236 -6.27175 3.43071  C97 1.091
43 C -4.13226 0.04126 -4.86675  N5 1.522, H28 1.149, H68 1.144, C72 1.622
44 H 6.11019 -2.51922 4.29164  C21 1.091
45 C 0.85641 0.00693 -2.12081  H17 1.152, P24 1.913, C40 1.603, H76 1.138
46 C -0.06471 1.08768 8.20240  H6 1.094, C15 1.498, H19 1.091, O47 1.420
47 O -0.33933 -0.11659 7.50130  C46 1.420, C86 1.360
48 H 1.71001 -1.58913 0.35353  C10 1.144
49 C 0.29680 1.33935 2.82154  H30 1.149, C79 1.607, H87 1.152, C101 1.609
50 H -1.24462 -2.94642 0.56384  C62 1.152
51 H 4.02373 1.26182 -1.22998  C41 1.153
52 H -1.68549 -8.25405 1.85801  C3 1.091
53 H 2.14109 2.71577 -4.69545  C9 1.141
54 H -2.56246 -6.02958 1.68075  C97 1.094
55 C 3.20444 2.78047 -2.63017  C9 1.600, H39 1.153, C41 1.602, H80 1.141
56 H 6.36794 -0.90187 4.98296  C21 1.094
57 H 2.78086 1.10362 -4.11916  C9 1.152
58 F -3.21665 5.52186 -0.37795  C64 1.422
59 O -1.04533 -5.26435 2.83670  C85 1.360, C97 1.422
60 O -0.03509 1.48036 5.94709  C15 1.424, C86 1.363
61 H 0.38448 -1.59783 3.14087  C81 1.135
62 C -0.23168 -2.81231 0.03268  C10 1.599, C26 1.599, H50 1.152, H93 1.154
63 H -1.16368 -1.60799 -5.97642  C2 1.137
64 C -2.46394 4.35220 -0.08382  C38 1.602, F58 1.422, Br91 2.005, F102 1.413
65 O 1.13088 -5.11584 2.23652  C85 1.197
66 O 5.54681 -0.91370 3.09875  C4 1.359, C21 1.422
67 O -0.17722 -0.69146 5.32134  C86 1.196
68 H -4.31909 -0.97641 -5.35368  C43 1.144
69 H 5.17990 2.61119 -1.62426  C41 1.151
70 H 3.73753 -2.41897 4.62295  C1 1.094
71 H -1.93692 3.21658 -3.47709  C34 1.134
72 C -5.42306 1.01318 -5.00841  H36 1.139, C43 1.622, H92 1.147, H94 1.144
73 H 2.18213 0.05997 2.39257  C101 1.150
74 H 0.36197 -2.53558 -2.09537  C26 1.148
75 H 1.59124 2.84190 1.69917  C79 1.146
76 H 1.30058 -0.74616 -2.84911  C45 1.138
77 F 5.04436 1.08845 -3.11793  C41 1.426
78 H 0.28369 3.60621 2.76619  C79 1.140
79 C 0.50852 2.73898 2.06155  H16 1.144, C49 1.607, H75 1.146, H78 1.140
80 H 2.63646 3.12819 -1.70383  C55 1.141
81 C 0.29510 -1.15722 2.09911  C10 1.623, H61 1.135, H99 1.151, C101 1.607
82 H 1.42582 -2.98482 1.51152  C10 1.159
83 H -0.75485 2.32465 -5.09211  C33 1.156
84 C -1.84116 0.52024 -4.39097  N5 1.488, H13 1.140, C33 1.611, H96 1.153
85 C 0.12826 -5.75816 2.35828  O25 1.360, O59 1.360, O65 1.197
86 C -0.18381 0.14487 6.17608  O47 1.360, O60 1.363, O67 1.196
87 H -0.82336 1.08546 2.72913  C49 1.152
88 O 3.70408 -0.39415 4.27056  C1 1.422, C4 1.359
89 H 0.15457 0.79770 -5.54054  C33 1.139
90 H -1.37223 2.46562 7.15941  C15 1.094
91 Br -3.14122 3.55864 1.62801  C64 2.005
92 H -6.18978 0.83090 -4.17487  C72 1.147
93 H 0.13079 -3.88707 -0.18054  C62 1.154
94 H -5.02703 2.07991 -4.89151  C72 1.144
95 H -0.11952 2.61948 -0.99008  C11 1.154
96 H -2.24265 0.99231 -3.41842  C84 1.153
97 C -2.03921 -6.25612 2.61439  C3 1.499, H42 1.091, H54 1.094, O59 1.422
98 H -2.40553 -2.13745 -7.24478  C2 1.149
99 H -0.79018 -0.91738 1.80074  C81 1.151
100 O 4.08727 0.61109 2.27985  C4 1.199
101 C 1.11345 0.22256 2.00084  H27 1.153, C49 1.609, H73 1.150, C81 1.607
102 F -1.14677 4.78678 0.18764  C64 1.413

Results
**Frontier orbital gap**: 9.4151 eV
**Charge**: +1
**Lowest unoccupied orbital energy**: -2.08 eV